1:
# C3H11NOS

2 unconnected molecules or ions with the total composition C3H11NOS (ωB97M-V with the def2-TZVPD basis set, the OMol25 dataset).

Each atom is followed by the atoms it is bonded to, with distances in Å.
CARTESIAN COORDINATES (ANGSTROEM)
1 C 0.1920 0.9416 1.3030  S2 1.858, H4 1.136, H5 1.183, H6 1.112
2 S 1.7771 0.4245 0.4833  C1 1.858, C3 1.834
3 C 2.8692 1.6363 1.3216  S2 1.834, H7 1.114, H8 1.107, H9 1.176
4 H -0.4793 1.4377 0.5331  C1 1.136
5 H 0.4005 1.6906 2.1945  C1 1.183
6 H -0.2684 0.0584 1.7976  C1 1.112
7 H 3.8112 1.3980 0.7778  C3 1.114
8 H 2.5377 2.6779 1.1467  C3 1.107
9 H 3.1438 1.6502 2.4649  C3 1.176
10 N -2.1213 -2.4272 -1.3142  C11 1.477, H13 1.034, H14 0.971
11 C -1.8278 -1.0949 -1.8814  N10 1.477, O12 1.407, H15 1.059, H16 1.182
12 O -0.4801 -0.7064 -1.7739  C11 1.407, H17 0.976
13 H -3.1514 -2.5034 -1.2591  N10 1.034
14 H -1.9178 -2.5124 -0.3689  N10 0.971
15 H -2.0044 -1.0895 -2.9260  C11 1.059
16 H -2.5017 -0.2958 -1.3307  C11 1.182
17 H 0.0206 -1.2856 -1.1682  O12 0.976

HOMO level = -8.61 eV
2S+1 = 1

2:
# C3H11NOS

3 unconnected molecules or ions with the total composition C3H11NOS (ωB97M-V with the def2-TZVPD basis set, the OMol25 dataset).

Each atom is followed by the atoms it is bonded to, with distances in Å.
CARTESIAN COORDINATES (ANGSTROEM)
1 C -1.1890 0.0969 -1.0666  C2 1.525, N5 1.519, H6 1.090, H7 1.119
2 C 0.1780 0.2057 -0.3986  C1 1.525, C3 1.527, H8 1.156, H9 1.111
3 C 0.6521 -1.1882 0.0057  C2 1.527, S4 1.810, H10 1.093, H11 1.112
4 S 2.2423 -0.9937 0.8483  C3 1.810
5 N -1.6896 1.4225 -1.6129  C1 1.519, H13 0.982, H14 0.996
6 H -1.8733 -0.3930 -0.3732  C1 1.090
7 H -1.0247 -0.5375 -1.9737  C1 1.119
8 H 0.9840 0.7029 -1.0610  C2 1.156
9 H 0.1320 0.8183 0.5270  C2 1.111
10 H 0.9175 -1.8435 -0.8279  C3 1.093
11 H -0.1015 -1.7501 0.6001  C3 1.112
12 H 2.8411 0.1542 -0.7692  no bonds
13 H -2.2717 1.3431 -2.3999  N5 0.982
14 H -2.2627 1.8107 -0.8974  N5 0.996
15 H 0.7269 0.7385 3.4159  O17 0.921
16 H 1.1577 -0.4170 2.6212  O17 0.971
17 O 0.5808 -0.1696 3.3621  H15 0.921, H16 0.971

HOMO level = -9.34 eV
2S+1 = 1

Which structure loses on stability? 2 does.